The following is a DFT calculation (ωB97M-V with the def2-TZVPD basis set) of C11H13Cl2N3OZr as an isolated structure.

```
31
C11H13Cl2N3OZr | the Open Molecules 2025 dataset | ωB97M-V with the def2-TZVPD basis set
C 2.830 1.330 1.918
C 1.777 1.233 1.096
C 1.715 0.291 -0.077
N 1.867 1.118 -1.389
C 2.765 -0.717 -0.007
N 3.528 -1.508 0.320
C 0.319 -0.420 -0.371
C 0.565 -0.996 -1.688
N 0.621 -1.410 -2.791
C -0.703 0.729 -0.465
O -1.367 0.782 0.725
C -2.671 1.478 0.746
C -0.202 -1.420 0.709
Cl 0.660 -1.541 2.045
C -1.466 -2.282 0.588
C -2.324 -2.263 -0.590
Cl -1.820 -3.273 1.798
H 2.997 2.258 2.446
H 3.519 0.520 2.117
H 0.941 1.900 1.257
H 2.717 0.840 -1.884
H 1.950 2.108 -1.152
H -0.179 1.687 -0.641
H -1.427 0.641 -1.349
H -2.601 2.406 0.188
H -2.880 1.686 1.785
H -3.439 0.817 0.358
H -3.178 -2.922 -0.472
H -1.749 -2.635 -1.451
H -2.691 -1.259 -0.817
Zr -0.071 0.821 -2.952
```

frontier orbital gap: 3.79 eV
E: -1631.73808 a.u.
E_LUMO: -19.1 eV
total charge: +4
2S+1: 1
maximum force: 1.818 eV/A